14
Properties=species:S:1:pos:R:3:forces:R:3:nbo_charge:R:1 method="wB97M-V/def2-TZVPD" orbital_gap_ev=8.758 e_homo_ha=-0.31186
C -0.1469 -1.2688 -0.8851 0.7504 -0.6229 0.5207 -0.087
C -0.3134 -0.2014 0.2664 0.3916 0.6171 2.1964 -0.047
C 1.1125 0.4752 0.8923 -0.8915 0.5365 -0.9445 -0.490
C 0.6295 1.7933 0.1853 -3.0441 -1.7817 1.9832 0.034
H -1.7126 -2.7975 -0.5755 2.1257 3.6061 -2.5658 0.481
H 0.3463 -0.6892 -1.7809 -1.3465 -1.5339 1.3016 0.208
H 0.5829 -2.1064 -0.5034 -0.9242 1.9872 -0.5787 0.187
H -0.9047 -0.6545 1.1571 0.7546 0.7302 -1.6530 0.194
H 0.7969 0.5140 2.1351 1.9799 0.0263 -3.7595 0.269
H 2.1860 0.3302 0.3589 -2.2746 -0.7452 2.2196 0.257
H -1.7152 2.0523 0.0775 4.3464 -3.4849 -0.5793 0.436
N -0.6716 1.3001 0.0191 -2.0029 1.1543 -0.1527 -0.644
O -1.3586 -2.0128 -1.2782 -0.6314 -1.4604 2.2478 -0.744
S 1.1690 3.2655 -0.0686 0.7665 0.9713 -0.2356 -0.054


9
Properties=species:S:1:pos:R:3:forces:R:3:nbo_charge:R:1 method="wB97M-V/def2-TZVPD" total_charge=-1 orbital_gap_ev="6.511 / 6.512" e_homo_ha="-0.12674 / -0.12675"
C -1.7176 1.2759 -1.3062 1.0627 2.2631 -1.2281 0.673
N 1.1295 -1.6817 0.3747 0.1601 0.8110 -0.6102 -1.107
O 1.4920 0.8138 0.5247 0.2710 0.4790 -0.7234 -1.041
O 0.1717 -0.2169 2.2426 -0.5483 -0.4759 0.4674 -1.061
F -0.6428 1.8866 -1.9738 -2.4091 -1.1257 1.5609 -0.377
F -2.5140 2.3296 -0.9806 1.3941 -1.2981 -0.3415 -0.372
S 0.3674 -0.0880 0.7893 0.5203 -0.3554 0.4204 1.602
H 0.8633 -1.8445 -0.5919 0.1000 -0.1729 -0.0367 0.334
H 0.8505 -2.4747 0.9211 -0.5509 -0.1251 0.4912 0.349


57
Properties=species:S:1:pos:R:3:forces:R:3:nbo_charge:R:1 method="wB97M-V/def2-TZVPD" total_charge=-1 orbital_gap_ev=6.291 e_homo_ha=-0.15179
Pt -1.6650 0.7849 0.5394 0.4989 -0.8639 0.1363 0.566
S -1.7162 1.2809 3.0933 -0.0473 -0.0851 0.4301 -0.280
C -0.7524 2.5960 2.6087 0.1271 0.1681 -0.0641 -0.231
S -0.7742 2.8411 0.8846 0.1269 0.2137 0.1161 0.023
C 0.0304 3.3854 3.4413 0.1502 0.1403 0.0651 -0.500
C 0.0475 3.1946 4.8569 -0.0074 0.0608 -0.2353 0.326
N 0.0833 3.0641 6.0028 0.0053 -0.0163 -0.0261 -0.393
C 0.8922 4.3884 2.8983 -0.1592 -0.1347 0.1582 0.318
N 1.5974 5.1931 2.4638 -0.0104 -0.0538 -0.0185 -0.399
C 3.2472 2.9388 -2.8063 -0.0215 -0.0132 0.0308 -0.205
C 2.6601 1.8173 -3.3745 -0.0237 -0.0074 0.0360 -0.226
C 1.9237 0.9398 -2.5847 0.0061 0.0367 0.0389 -0.267
C 1.7756 1.1759 -1.2209 0.1050 -0.0416 0.0110 -0.269
C 2.3693 2.3062 -0.6570 -0.0195 -0.0272 -0.0300 -0.245
C 3.0982 3.1846 -1.4466 -0.0087 -0.0211 -0.0297 -0.212
Sb 0.6848 -0.1423 0.0639 -0.2087 0.5047 -0.8498 1.297
C 0.5516 -1.8084 -1.2679 -0.0603 -0.1285 0.0968 -0.398
C -0.4770 -1.7596 -2.2085 0.0436 -0.0638 0.0101 -0.149
C -0.6601 -2.8038 -3.1067 0.0206 0.0253 0.0389 -0.238
C 0.1685 -3.9179 -3.0555 -0.0089 0.0281 0.0158 -0.215
C 1.1802 -3.9838 -2.1075 -0.0176 0.0303 0.0077 -0.219
C 1.3712 -2.9333 -1.2167 -0.0230 0.0467 -0.0345 -0.217
C 2.4035 -0.6673 1.1975 -0.1592 0.0184 0.2573 -0.385
C 3.5950 -0.9527 0.5314 -0.0010 0.0182 0.1018 -0.163
C 4.7424 -1.2396 1.2570 -0.0213 0.0031 0.0352 -0.242
C 4.7090 -1.2265 2.6481 -0.0332 0.0048 -0.0540 -0.195
C 3.5293 -0.9272 3.3132 0.0212 -0.0135 -0.0250 -0.211
C 2.3743 -0.6511 2.5893 -0.0208 -0.0338 -0.0240 -0.215
H 3.8161 3.6248 -3.4226 -0.0090 -0.0090 0.0106 0.204
H 2.7724 1.6231 -4.4348 -0.0102 -0.0005 0.0114 0.204
H 1.4650 0.0696 -3.0405 0.0230 -0.0059 -0.0024 0.214
H 2.2543 2.5183 0.4001 0.0084 0.0134 -0.0205 0.233
H 3.5403 4.0655 -0.9978 -0.0102 -0.0172 0.0056 0.219
H -1.1469 -0.9045 -2.2220 -0.0016 -0.0189 -0.0027 0.219
H -1.4594 -2.7525 -3.8364 0.0137 -0.0020 0.0062 0.208
H 0.0179 -4.7394 -3.7455 0.0060 0.0144 -0.0025 0.206
H 1.8191 -4.8573 -2.0563 0.0015 0.0116 0.0018 0.207
H 2.1612 -2.9996 -0.4777 -0.0091 -0.0012 -0.0024 0.218
H 3.6323 -0.9334 -0.5525 0.0091 0.0149 0.0129 0.211
H 5.6679 -1.4592 0.7380 -0.0174 0.0015 0.0078 0.209
H 5.6087 -1.4395 3.2123 -0.0060 0.0059 -0.0101 0.207
H 3.5066 -0.8985 4.3956 -0.0146 0.0027 -0.0222 0.218
H 1.4552 -0.4107 3.1136 0.0006 0.0226 -0.0090 0.238
C -5.1020 -2.5075 0.1903 -0.0080 0.0541 0.0180 -0.393
N -5.0754 -1.0604 0.0455 -0.0944 -0.1501 -0.0250 -0.416
C -6.2047 -0.2979 -0.1593 -0.0708 -0.0278 0.0001 0.040
C -6.1506 1.0325 -0.2951 0.0577 0.0136 -0.0001 -0.359
C -4.8570 1.7397 -0.2455 -0.0707 -0.3638 0.0225 0.624
O -4.7479 2.9384 -0.3875 -0.0012 0.1368 -0.0212 -0.594
N -3.7754 0.8989 -0.0387 -0.0259 0.3882 -0.1369 -0.673
C -3.8811 -0.4100 0.1132 0.4908 -0.0404 -0.0446 0.739
O -2.7951 -1.0514 0.3289 -0.4991 0.1500 0.0074 -0.701
H -6.1357 -2.8424 0.1421 -0.0116 0.0177 0.0019 0.198
H -4.6674 -2.8017 1.1438 -0.0001 0.0141 0.0196 0.221
H -4.5293 -2.9847 -0.6040 0.0082 0.0179 -0.0176 0.213
H -7.1321 -0.8528 -0.1968 -0.0143 -0.0238 0.0052 0.201
H -7.0466 1.6149 -0.4472 0.0019 -0.0139 -0.0088 0.228


22
Properties=species:S:1:pos:R:3:forces:R:3:nbo_charge:R:1 method="wB97M-V/def2-TZVPD" orbital_gap_ev=7.998 e_homo_ha=-0.30554
C -0.0722 0.7013 -1.6449 1.4798 1.0712 0.9451 -0.084
C 0.6180 -1.8340 -1.2523 4.0364 0.7203 1.5970 -0.654
C 1.0366 -0.3180 -1.2414 -0.2348 -0.6440 -2.1135 -0.100
C -0.9806 0.8054 0.5705 2.0324 1.3753 -2.7637 0.730
C -0.2127 2.1050 0.8787 -1.8854 -1.3545 1.2756 -0.730
C -1.6950 0.0885 1.6415 3.6374 -0.1171 -1.8472 -0.773
N 1.4653 -0.1702 0.1125 -0.6168 -0.0293 0.6973 -0.933
O 0.2968 -2.0105 1.4981 0.1759 -0.3821 0.5151 -0.974
O 2.5583 -2.4276 0.5893 0.5446 -0.7160 0.5556 -0.931
O -1.1210 0.4446 -0.7047 -0.8169 0.7204 2.3988 -0.472
S 1.3085 -1.7554 0.4909 -0.7624 1.4613 -2.6382 2.274
H 0.4600 1.8061 -1.6004 -1.9232 -2.7832 -0.2425 0.204
H -0.5325 0.4321 -2.5887 0.2289 0.4199 -0.2612 0.215
H -0.3525 -2.0270 -1.2534 -4.5687 -0.4378 0.2737 0.206
H 1.0458 -2.6285 -1.8601 0.7336 0.5542 -0.2627 0.235
H 1.7138 -0.1280 -2.0977 0.7207 -0.0855 0.6693 0.183
H 0.4880 2.4799 0.1494 -0.3985 0.0862 -0.2805 0.245
H 0.4268 1.7110 1.6940 -0.5051 1.0634 0.1946 0.283
H -1.1028 2.8131 1.1567 2.0413 -0.8183 -0.1081 0.238
H -0.9580 -0.8265 1.6754 -1.5925 0.6897 0.5884 0.363
H -2.6593 0.0080 1.3249 -2.7818 -1.4386 -0.9487 0.243
H -1.7311 0.7310 2.4616 0.4550 0.6446 1.7559 0.231


34
Properties=species:S:1:pos:R:3:forces:R:3:nbo_charge:R:1 method="wB97M-V/def2-TZVPD" orbital_gap_ev=8.755 e_homo_ha=-0.30279
C 5.2430 0.4664 -1.0164 3.2178 -4.9389 -10.0651 -0.378
C 4.2780 -0.0318 -0.5028 -10.3042 -4.5093 3.4905 -0.144
C 3.7211 0.5949 0.7594 -5.8819 -6.3083 -2.3538 -0.244
N 2.2082 0.7858 0.6439 -0.4455 -3.0523 1.1289 -0.620
C 1.2270 -0.2067 1.0100 -1.2441 0.3501 6.2191 0.782
O 1.3948 -1.0468 1.9547 1.1885 0.7799 -3.3377 -0.679
N -0.1602 0.1542 0.9345 10.1038 11.5070 -9.3995 -0.599
H -0.2848 1.1629 0.1529 0.3012 -3.7219 2.7729 0.323
C -1.2495 -0.3968 1.2271 -1.3970 -7.1182 4.6605 -0.240
C -1.7514 -1.4853 0.3417 -2.6656 2.5502 -0.6676 0.782
O -2.9174 -1.7745 0.5169 0.0095 -2.1763 -0.3238 -0.623
O -1.0808 -1.5831 -0.7810 1.9378 -2.7462 -0.8271 -0.539
C -1.3730 -2.8710 -1.7004 -2.6889 4.4622 2.2695 -0.279
H -2.3710 -2.3769 -1.9368 0.7687 -2.0520 -0.6581 0.224
H -0.6738 -2.7141 -2.5191 0.1399 -0.8706 0.4596 0.223
H -1.4938 -3.6896 -0.9600 0.5932 0.1788 -1.2546 0.231
C -2.2430 0.3567 1.9207 -2.6646 5.9198 -0.2091 -0.389
C -3.1526 1.1616 0.8827 1.2191 2.9787 1.5353 -0.445
H -3.5100 0.5985 0.0970 -1.7832 -1.7693 -0.8369 0.199
H -3.8984 1.8846 1.4026 1.0913 -1.6058 -1.0398 0.233
S -2.2255 2.3433 -0.3867 0.2808 5.1470 8.3237 0.219
C -2.2625 1.4824 -1.6847 3.8884 -3.3143 -9.1761 -0.831
H -1.5852 0.5848 -1.6446 -0.7590 0.5121 -0.4034 0.219
H -3.2263 1.2243 -1.9771 -1.6412 -0.6771 -1.1051 0.211
H -1.6606 2.1846 -2.8232 -2.0062 -1.9228 3.5924 0.216
H -1.7140 1.2871 2.4939 -1.1859 -2.7665 -0.6782 0.231
H -2.9518 -0.2562 2.4793 0.3996 0.2323 0.3371 0.250
H -0.7525 -0.8631 2.1188 -1.0007 -1.7597 0.2294 0.296
H 1.8136 1.4381 0.0626 -0.5566 1.9489 -1.8554 0.375
H 4.1425 1.3564 1.1820 2.6055 4.8818 1.7472 0.200
H 3.6418 -0.1533 1.5136 0.6782 -0.8991 0.8844 0.235
H 3.5449 -0.8779 -1.0514 2.2496 2.2178 1.8173 0.205
H 5.5990 0.0958 -2.0022 -0.0966 0.1579 0.6520 0.186
H 5.7242 1.1648 -0.7080 5.6483 8.3841 4.0716 0.168


37
Properties=species:S:1:pos:R:3:forces:R:3:nbo_charge:R:1 method="wB97M-V/def2-TZVPD" total_charge=+1 orbital_gap_ev=9.606 e_homo_ha=-0.44214
N -0.5786 -1.1465 -0.6654 0.3021 0.4019 0.8452 -0.688
C -0.0245 -0.4686 -1.8516 -0.1982 1.2691 -0.7446 -0.064
C -1.1051 -0.3978 -2.9301 0.0356 0.7134 -0.1966 -0.648
C 0.4683 0.9834 -1.4719 -0.4118 -0.6865 2.3051 -0.231
N -0.1089 1.3609 -0.1632 -0.3324 0.0855 -0.0341 -0.680
C -0.7871 2.6790 -0.1036 1.0322 -1.0871 0.2446 -0.213
C -0.7792 3.1899 1.3053 -0.0150 0.3656 1.5004 -0.630
H -0.8130 -2.1273 -0.7598 -0.0451 -0.3824 -0.3729 0.461
H 0.0402 -1.1554 0.1443 0.2875 0.1427 -0.0944 0.443
H -1.3868 -0.6157 -0.3335 -0.3053 0.1493 -0.1939 0.474
H 0.9017 -0.9367 -2.1686 -0.3422 -0.7659 -0.1808 0.220
H -0.8374 0.5090 -3.4689 0.0351 -0.4667 -0.9103 0.226
H -2.1053 -0.1423 -2.5692 0.5074 -0.4068 0.3564 0.234
H -1.2307 -1.2754 -3.5606 0.3549 0.0578 -0.1144 0.233
H 1.5448 0.9177 -1.3089 0.0657 0.2091 -0.4848 0.214
H 0.2059 1.7512 -2.1929 0.0956 -0.2534 -0.3629 0.209
H 0.6002 1.3127 0.5579 0.1052 0.1257 -0.1543 0.380
H -0.1654 3.3357 -0.7096 -0.6088 0.5661 -0.3433 0.182
H -1.8072 2.5445 -0.4568 0.0078 0.3389 -0.3027 0.185
H -1.3934 4.0789 1.4479 0.0674 0.1050 -0.2836 0.233
H 0.2167 3.4304 1.6899 0.1549 0.1864 -0.5059 0.210
H -1.1310 2.5053 2.0841 -0.3599 -0.4261 -0.5062 0.210
H 3.4933 0.3946 1.2161 -0.0100 0.1100 -0.0908 0.490
H 2.2103 -0.1130 1.9435 0.1427 0.3414 -0.6075 0.508
O 2.6067 0.0578 1.0461 -0.1456 -0.3003 0.5218 -1.003
H 2.7161 -1.8027 1.0294 0.3719 -0.2949 -0.3583 0.513
H 3.0482 -3.3883 0.8085 0.4194 0.5010 -0.1549 0.496
O 2.5045 -2.7305 1.2504 -0.4397 -0.2732 0.3222 -0.989
H -3.4120 0.8237 -1.4423 -0.0535 0.0715 0.1250 0.486
H -4.1464 -0.2643 -0.6603 0.2803 0.0933 0.0292 0.497
O -3.2580 0.0641 -0.8698 -0.6182 -0.0629 0.2880 -0.963
H 0.9506 -3.2112 0.8403 -0.4714 -0.3008 0.3078 0.510
H -0.3573 -4.1585 0.9378 0.3565 -0.0109 0.1297 0.493
O -0.0198 -3.3025 0.6621 -0.1413 0.0041 -0.2417 -1.036
H 1.9529 -1.3249 3.7292 0.0015 -0.1369 -0.1887 0.498
H 0.6465 -0.5656 3.8080 -0.0832 0.1886 -0.1523 0.499
O 1.3403 -0.8118 3.1859 -0.0421 -0.1716 0.6045 -0.959


69
Properties=species:S:1:pos:R:3:forces:R:3:nbo_charge:R:1 method="wB97M-V/def2-TZVPD" total_charge=-2 orbital_gap_ev=3.743 e_homo_ha=0.02849
Ir -1.5443 -0.2571 0.2382 -0.0506 -0.1258 -0.0443 0.047
C 1.7811 2.0917 0.2151 0.0123 -0.0131 0.0043 -0.624
C 2.1724 1.2081 1.3602 -0.0194 0.0003 -0.0012 -0.139
C 3.3926 1.3251 1.9885 0.0065 -0.0056 0.0166 -0.211
C 3.7461 0.5601 3.1085 -0.0198 -0.0081 -0.0376 -0.411
C 2.7847 -0.3329 3.6012 0.0785 0.0541 0.0509 -0.236
C 1.5604 -0.5252 2.9996 0.0100 0.0114 -0.0134 -0.152
C 0.5640 -1.5139 3.5215 -0.0689 -0.0095 -0.0285 -0.633
C 1.1932 0.2283 1.8075 0.0213 -0.0860 0.0056 0.251
N 0.0840 0.0346 1.1647 -0.1041 0.1310 0.0232 -0.947
H 2.6092 2.7471 -0.0749 -0.0045 0.0037 -0.0037 0.171
H 0.9099 2.7037 0.4735 -0.0018 0.0003 0.0053 0.214
H 1.4469 1.5116 -0.6491 0.0011 0.0013 -0.0102 0.220
H 4.1013 2.0582 1.6026 -0.0021 0.0007 -0.0044 0.171
H 4.7116 0.6631 3.5880 0.0010 0.0116 0.0050 0.184
H 3.0226 -0.8957 4.5055 -0.0437 -0.0569 0.0040 0.171
H 0.9342 -2.0164 4.4222 0.0165 -0.0014 0.0102 0.170
H 0.3185 -2.2625 2.7583 0.0118 -0.0086 0.0048 0.216
H -0.3937 -1.0321 3.7473 0.0178 0.0107 0.0072 0.217
C -4.6823 2.6520 -3.2072 -0.0018 -0.0018 0.0031 -0.618
C -3.3613 1.9283 -2.9890 -0.0144 0.0030 0.0104 0.231
C -3.0227 1.0904 -4.2234 -0.0041 0.0037 -0.0014 -0.631
O -3.4821 1.0487 -1.8854 -0.0090 -0.0170 0.0096 -0.786
B -2.2116 0.9266 -1.2139 0.0710 0.0315 -0.0328 0.754
O -1.3798 1.9437 -1.8086 -0.0029 0.0201 -0.0152 -0.774
C -2.1824 2.8374 -2.5550 0.0045 -0.0019 -0.0118 0.241
C -1.3655 3.4175 -3.7005 0.0169 -0.0025 0.0110 -0.620
C -2.6314 3.9637 -1.6210 -0.0004 -0.0017 -0.0083 -0.635
H -5.4454 1.9316 -3.5098 0.0015 -0.0017 -0.0001 0.204
H -4.5911 3.4093 -3.9924 -0.0002 -0.0002 -0.0008 0.187
H -5.0177 3.1334 -2.2896 0.0040 -0.0033 0.0018 0.215
H -3.7899 0.3223 -4.3357 -0.0007 -0.0009 -0.0003 0.209
H -2.0627 0.5920 -4.0838 0.0007 0.0028 0.0006 0.228
H -2.9889 1.6931 -5.1359 0.0046 -0.0039 -0.0016 0.183
H -0.9068 2.6255 -4.2909 -0.0045 -0.0003 0.0028 0.214
H -0.5659 4.0389 -3.2925 -0.0015 0.0001 -0.0023 0.210
H -1.9865 4.0374 -4.3554 -0.0023 0.0003 -0.0012 0.184
H -3.2428 3.5595 -0.8130 0.0010 0.0000 0.0001 0.225
H -3.1935 4.7405 -2.1485 -0.0026 0.0009 0.0039 0.181
H -1.7411 4.4098 -1.1755 0.0008 0.0007 0.0008 0.216
O 5.9938 -2.3835 3.7744 0.0262 -0.0015 -0.0301 -0.735
C 5.1182 -3.4521 3.4965 -0.1047 -0.0502 -0.1496 0.098
N 4.0280 -3.1220 2.6134 -0.0099 0.0072 0.0864 -0.658
C 4.3311 -2.7415 1.3335 0.0599 -0.0377 0.0000 0.698
O 5.4942 -2.7031 0.9385 0.0069 0.0327 -0.0025 -0.671
C 3.1606 -2.4612 0.4667 -0.0307 -0.0812 0.0323 -0.219
C 3.1464 -1.3868 -0.4195 0.0397 -0.0125 0.0419 -0.126
C 2.0195 -1.1995 -1.1873 -0.0322 0.0103 -0.0255 -0.244
C 0.9664 -2.1061 -1.0798 -0.0402 -0.0227 -0.0253 0.087
N 0.9955 -3.1801 -0.2940 0.1106 0.0031 0.0681 -0.449
C 2.0641 -3.3143 0.4895 -0.0031 0.0134 -0.0413 0.056
H 6.2338 -2.0312 2.9045 0.0145 0.0200 0.0296 0.490
H 4.7043 -3.7835 4.4476 -0.0076 0.0302 0.0137 0.166
H 5.6608 -4.2828 3.0327 0.0449 0.0316 0.0256 0.152
H 3.2191 -2.6510 3.0061 -0.0203 0.0047 -0.0212 0.434
H 3.9878 -0.7073 -0.4512 -0.0147 0.0186 -0.0153 0.227
H 1.9134 -0.3415 -1.8358 -0.0060 -0.0032 -0.0049 0.221
H 0.0569 -1.9475 -1.6472 0.0057 0.0207 -0.0024 0.219
H 2.0715 -4.1715 1.1567 -0.0198 0.0009 -0.0037 0.182
C -4.6834 0.1526 0.9323 -0.0059 -0.0394 -0.0220 -0.252
O -4.4022 -1.0841 0.3067 0.0037 0.0198 0.0344 -0.593
C -3.0721 -1.2950 -0.0262 0.1010 0.0814 -0.0143 0.198
C -3.0592 -2.6904 -0.6289 -0.0273 0.0171 0.0168 -0.711
H -5.7213 0.0922 1.2757 0.0042 0.0090 0.0226 0.144
H -4.5668 0.9775 0.2280 -0.0078 0.0010 0.0027 0.194
H -3.9990 0.3210 1.7672 -0.0193 -0.0004 0.0122 0.194
H -3.5577 -3.4085 0.0339 -0.0030 -0.0085 0.0055 0.184
H -2.0364 -3.0145 -0.8081 0.0004 -0.0076 0.0025 0.222
H -3.6101 -2.6818 -1.5776 0.0120 0.0052 0.0015 0.192


Sequential E_tot output: -18629.4402, -22923.2056, -69835.8314, -24863.2786, -30609.6233, -18802.9544, -43680.4427 eV